(1)
Below is C9H10N2O in the gas phase in a non-equilibrium geometry, with properties calculated with the ωB97M-V functional and the def2-TZVPD basis.

As for the multiplicity: 1. The HOMO energy is -6.22 eV. The calculation puts the HOMO-LUMO gap at 6.96 eV.

Last column: Löwdin charge in e.
Positions of all 22 atoms, in Å:
1 C 0.02706 0.52602 0.08798  0.0740
2 C -1.77567 0.30785 -3.77906  -0.1157
3 C -0.39841 -0.11816 -3.59845  -0.0937
4 C -2.41992 0.75412 -2.68538  -0.1068
5 C 0.20999 -0.05586 -2.35150  -0.0478
6 C -1.83419 0.66757 -1.40923  -0.0903
7 C -0.56182 0.35044 -1.19104  -0.2532
8 C 2.24001 -1.46578 3.01144  -0.0619
9 C 0.91591 0.37949 2.38681  -0.4762
10 N 0.33763 0.29746 1.24083  0.1610
11 N 0.10639 0.45546 3.53993  0.0998
12 O 2.20757 -0.09958 2.47638  -0.1096
13 H -2.17231 0.29302 -4.78150  0.0898
14 H 0.18572 -0.33523 -4.57690  0.1259
15 H -3.43483 1.21787 -2.75260  0.1191
16 H 1.29738 -0.29139 -2.44297  0.1148
17 H -2.37628 0.93781 -0.53331  0.1081
18 H 1.32373 -1.91385 2.56785  0.1043
19 H 2.37332 -1.55757 4.10619  0.0819
20 H 3.21206 -1.86335 2.59785  0.1002
21 H 0.79953 0.14652 4.24508  0.0837
22 H -0.26287 1.36714 3.84162  0.0927



(2)
Below is C9H10N2O in the gas phase in a non-equilibrium geometry, with properties calculated with the ωB97M-V functional and the def2-TZVPD basis.

As for the multiplicity: 1. The HOMO energy (spin up / spin down) is -6.90 / -6.90 eV. The calculation puts the HOMO-LUMO gap (spin up / spin down) at 6.95 / 6.95 eV.

Last column: Löwdin charge in e.
Positions of all 22 atoms, in Å:
1 C -0.15195 0.67312 -2.43800  -0.1031
2 C -0.11316 2.09272 -2.25498  -0.0839
3 C 0.06158 -0.21316 -1.45920  -0.0506
4 C 0.24791 2.54334 -1.00039  -0.0084
5 C 0.32147 0.17799 -0.06716  -0.1265
6 C 0.69212 1.59042 0.03477  -0.1770
7 C 0.36214 -0.76702 0.90022  -0.2936
8 C 0.27572 -0.74066 2.38937  -0.0373
9 C -1.07428 -2.51619 0.22535  -0.0545
10 N 1.11648 1.92569 1.24323  -0.0281
11 N 1.56286 1.95262 2.28579  0.2444
12 O 0.28166 -2.09118 0.41967  -0.1751
13 H -0.58338 0.25648 -3.39386  0.1232
14 H -0.22996 2.72129 -3.05776  0.0690
15 H 0.30839 -1.26313 -1.65118  0.1257
16 H 0.30215 3.57108 -0.77016  0.0868
17 H 1.29834 -0.85261 2.79421  0.0971
18 H -0.56323 -1.36576 2.76074  0.0899
19 H -0.24471 0.19105 2.58172  0.0643
20 H -1.51117 -1.87201 -0.52161  0.0824
21 H -1.51902 -2.58204 1.18820  0.0774
22 H -0.83996 -3.43205 -0.20897  0.0779



(3)
Below is C9H10N2O2 in the gas phase in a non-equilibrium geometry, with properties calculated with the ωB97M-V functional and the def2-TZVPD basis.

As for the multiplicity: 1. The HOMO energy is -9.27 eV. The calculation puts the HOMO-LUMO gap at 9.84 eV. The SMILES is N[C@@]1([N+](=O)[O-])CCc2ccccc21.

Last column: Löwdin charge in e.
Positions of all 23 atoms, in Å:
1 C -2.36385 1.09917 -1.10576  -0.0649
2 C -1.53276 2.10049 -0.63131  -0.0931
3 C -1.94103 -0.21136 -0.98026  -0.0118
4 C -0.35162 1.85318 0.00853  -0.0184
5 C -0.69472 -0.47854 -0.40054  -0.2076
6 C 0.14035 0.54109 0.04964  -0.1060
7 C -0.02360 -1.77364 -0.34243  -0.1205
8 C 1.47660 -1.43219 0.01049  -0.1109
9 C 1.52570 -0.00122 0.39288  -0.3999
10 N 1.97527 0.19458 1.72637  0.1085
11 N 2.50751 0.67487 -0.70916  -0.3356
12 O 2.39887 0.25842 -1.83347  0.0635
13 O 3.21600 1.60858 -0.39814  0.0664
14 H -3.24725 1.30867 -1.62472  0.0899
15 H -1.91982 3.05239 -0.91131  0.0983
16 H -2.35142 -1.06058 -1.47859  0.1068
17 H 0.30410 2.68308 0.46150  0.1444
18 H -0.45039 -2.51401 0.42173  0.1338
19 H -0.18338 -2.35694 -1.38304  0.1606
20 H 1.87824 -2.04878 0.87967  0.1366
21 H 2.11897 -1.57048 -0.93890  0.1362
22 H 2.93523 -0.06244 1.96385  0.1035
23 H 1.73124 1.17258 2.05595  0.1202



(4)
Below is C9H10N2O2 in the gas phase in a non-equilibrium geometry, with properties calculated with the ωB97M-V functional and the def2-TZVPD basis.

As for the multiplicity: 1. The HOMO energy (spin up / spin down) is -9.16 / -9.18 eV. The calculation puts the HOMO-LUMO gap (spin up / spin down) at 7.77 / 7.80 eV.

Last column: Löwdin charge in e.
Positions of all 23 atoms, in Å:
1 C -2.31204 -1.58764 -0.60806  -0.2686
2 C -0.14665 -1.11882 1.28420  -0.0558
3 C 0.82452 -0.61046 0.52317  -0.3105
4 C 0.65801 0.51737 -0.34273  -0.2159
5 C -0.51261 0.78539 -0.89382  0.0924
6 C -1.51704 -0.52899 1.49167  -0.1761
7 C -2.21333 -0.49302 0.16325  -0.0901
8 C 2.21037 -1.15893 0.53068  -0.0533
9 C 1.78201 1.51647 -0.59078  -0.0265
10 N -2.49788 -2.52117 -1.25210  0.1894
11 N -1.13596 1.76098 -1.65899  -0.3941
12 O -0.47091 2.31933 -2.56544  0.0661
13 O -2.31041 1.83655 -1.48667  0.0765
14 H 0.25874 -2.04687 1.74270  0.1241
15 H -2.20720 -1.11602 2.19186  0.1393
16 H -1.29431 0.52532 1.99789  0.1696
17 H -2.81551 0.45157 -0.03033  0.1293
18 H 2.37851 -1.67095 -0.50502  0.1246
19 H 2.30390 -1.99364 1.30607  0.1009
20 H 2.96414 -0.29790 0.57374  0.0824
21 H 2.56356 1.48340 0.24047  0.0915
22 H 1.25359 2.59023 -0.58124  0.1340
23 H 2.23650 1.35780 -1.53052  0.0709



(5)
Below is a gas-phase ion, C9H10N2O2P (charge -1) in a non-equilibrium geometry, with properties calculated with the ωB97M-V functional and the def2-TZVPD basis.

Its total charge is -1. As for the multiplicity: 1. The HOMO energy is -3.34 eV. The calculation puts the HOMO-LUMO gap at 6.87 eV.

Last column: Löwdin charge in e.
Positions of all 24 atoms, in Å:
1 C -2.28280 -1.20852 0.95691  -0.0334
2 C 0.26402 1.45272 0.61588  -0.1050
3 C -1.44075 -2.26931 1.02351  -0.2136
4 C -1.75830 0.03794 0.64821  -0.0717
5 C -0.32021 0.06349 0.83286  -0.1101
6 C -2.57420 1.29066 0.62619  -0.4553
7 C -0.63923 2.09938 -0.40744  -0.4966
8 C 0.41143 -1.07791 1.12851  -0.2803
9 C 1.87727 -0.99859 1.48927  -0.0149
10 N -0.17759 -2.24766 1.27389  0.0889
11 N -0.77784 1.11566 -1.38162  -0.3902
12 O -1.94869 2.36689 0.18377  0.0445
13 O -3.71640 1.30177 1.05426  0.0810
14 P -0.83943 1.29554 -3.02530  0.5716
15 H -3.37236 -1.38550 0.62072  0.1433
16 H 1.28380 1.33541 0.39421  0.0794
17 H -1.89664 -3.27649 1.13333  0.1040
18 H 0.30189 1.98676 1.67668  0.1557
19 H -0.22272 3.07220 -0.75816  0.1271
20 H 2.07942 -0.02160 1.68881  0.0280
21 H 2.55300 -1.42111 0.73025  0.0940
22 H 2.05878 -1.61085 2.26686  0.0317
23 H -1.78944 0.38683 -3.42360  -0.2096
24 H -0.00072 0.20107 -3.58110  -0.1685



(6)
Below is C9H10N2O2S in the gas phase in a non-equilibrium geometry, with properties calculated with the ωB97M-V functional and the def2-TZVPD basis.

As for the multiplicity: 1. The HOMO energy is -6.59 eV. The calculation puts the HOMO-LUMO gap at 6.80 eV. The SMILES is Cc1ccsc1/N=c1\occ(O)n1C.

Last column: Löwdin charge in e.
Positions of all 24 atoms, in Å:
1 C 1.62000 -0.06943 3.26963  -0.2045
2 C 1.72704 -1.42705 3.19019  -0.4633
3 C 1.00048 0.51756 2.19434  -0.3560
4 C 0.62431 -0.40967 1.19896  -0.5149
5 C -0.46072 -2.93674 -1.81665  -0.0407
6 C -0.96931 -2.03715 -2.71288  -0.2561
7 C -0.19098 -1.01975 -0.95410  -0.3515
8 C 0.71116 1.97281 1.99789  -0.0666
9 C -1.11250 0.61029 -2.53169  -0.0008
10 N 0.13218 -0.04599 -0.02024  0.1012
11 N -0.76158 -0.78750 -2.12027  0.0047
12 O 0.01368 -2.32827 -0.69117  0.0050
13 O -1.64578 -2.21305 -3.90308  0.0948
14 S 1.00045 -2.04361 1.77161  1.0271
15 H 1.76284 0.51973 4.19115  0.1190
16 H 2.40363 -2.07359 3.85991  0.0905
17 H -0.60691 -4.00113 -1.87918  0.1283
18 H 1.16759 2.74725 2.63038  0.0735
19 H 0.85932 2.07047 0.85189  0.0899
20 H -0.37426 2.16754 2.05691  0.0719
21 H -1.63207 0.68698 -3.57342  0.1195
22 H -1.84101 0.99933 -1.70797  0.1093
23 H -0.27476 1.36381 -2.27434  0.1067
24 H -1.63339 -3.16304 -4.03717  0.1129



(7)
Below is C9H10N2O2S in the gas phase in a non-equilibrium geometry, with properties calculated with the ωB97M-V functional and the def2-TZVPD basis.

As for the multiplicity: 1. The HOMO energy is -9.04 eV. The calculation puts the HOMO-LUMO gap at 9.66 eV. The SMILES is C#CCCCSc1nc(O)cc(O)n1.

Last column: Löwdin charge in e.
Positions of all 24 atoms, in Å:
1 C -5.08615 1.33713 -2.86344  0.1022
2 C -4.22291 1.13583 -2.05748  -0.1456
3 N 1.50767 -0.08536 1.88099  0.1183
4 N 1.80716 -1.94636 0.54717  0.1357
5 O 3.07349 0.66968 3.27622  0.1510
6 O 3.88783 -2.84882 0.35336  0.0281
7 S -0.60980 -0.73911 0.43787  0.8995
8 C 1.06625 -0.91989 0.98387  -0.6800
9 C 2.76076 -0.19232 2.37985  -0.3953
10 C 2.99880 -1.99822 1.02120  -0.4187
11 C 3.53205 -1.24898 1.95700  0.0553
12 C -3.15648 1.06410 -1.00252  -0.1963
13 C -0.49873 0.87090 -0.60381  -0.3767
14 C -1.73365 0.70236 -1.71375  -0.2168
15 H -5.87928 1.52174 -3.50785  0.0066
16 H 2.27297 1.19319 3.35297  0.1254
17 H 3.50503 -3.16520 -0.53737  0.1507
18 H 4.56796 -1.37774 2.30492  0.1494
19 H -3.02423 2.05283 -0.51587  0.1103
20 H -3.31926 0.30873 -0.19448  0.1021
21 H 0.51072 1.04951 -1.07693  0.0819
22 H -0.65410 1.69239 0.16138  0.0663
23 H -1.62093 1.26864 -2.61537  0.0826
24 H -1.68518 -0.34503 -1.96791  0.0640



(8)
Below is C9H10N2O3 in the gas phase in a non-equilibrium geometry, with properties calculated with the ωB97M-V functional and the def2-TZVPD basis.

As for the multiplicity: 1. The HOMO energy is -8.61 eV. The calculation puts the HOMO-LUMO gap at 8.79 eV. The SMILES is Cc1cc2n(c1)C=C[C@H](O)[C@H]2[N+](=O)[O-].

Last column: Löwdin charge in e.
Positions of all 24 atoms, in Å:
1 C -1.17420 -0.83369 0.74611  0.0308
2 C -1.72205 0.44484 -0.99899  -0.0199
3 C -2.23189 -0.46263 -0.13632  -0.3009
4 C -0.06845 -0.16787 0.28320  -0.1617
5 C 1.94118 1.05836 -1.20365  0.0168
6 C 0.61822 1.21578 -1.47354  -0.0406
7 C 1.41781 -0.28257 0.91986  -0.0821
8 C 2.44873 -0.03871 -0.22312  -0.3100
9 C -3.70183 -0.68765 -0.06447  -0.0487
10 N -0.36096 0.55730 -0.79815  -0.0395
11 N 1.57318 0.70549 1.98622  -0.3748
12 O 1.92285 0.20609 3.01989  0.0959
13 O 1.33352 1.89875 1.82638  0.1012
14 O 2.76122 -1.25988 -0.89921  -0.0423
15 H -1.10470 -1.42128 1.64918  0.1168
16 H -2.17874 0.94365 -1.75351  0.1023
17 H 2.73927 1.61904 -1.73622  0.1163
18 H 0.23221 1.74912 -2.29169  0.1142
19 H 1.44751 -1.32492 1.31554  0.1593
20 H 3.46454 0.25755 0.17900  0.1581
21 H -3.92121 0.22437 0.50526  0.0897
22 H -4.10790 -0.77272 -1.11692  0.1008
23 H -3.78274 -1.64055 0.52338  0.0919
24 H 2.45443 -1.98786 -0.25822  0.1263



(9)
Below is 2 unconnected molecules or ions with the total composition C9H10N2O3 in a non-equilibrium geometry, with properties calculated with the ωB97M-V functional and the def2-TZVPD basis.

As for the multiplicity: 1. The HOMO energy (spin up / spin down) is -8.38 / -8.38 eV. The calculation puts the HOMO-LUMO gap (spin up / spin down) at 8.87 / 8.87 eV.

Last column: Löwdin charge in e.
Positions of all 24 atoms, in Å:
1 C 1.76419 -2.17466 -2.29250  -0.0796
2 C 0.68634 -1.37810 -2.64317  -0.0775
3 C 2.28012 -2.11625 -1.00740  -0.0650
4 C 0.12844 -0.51483 -1.71932  -0.0178
5 C 1.71880 -1.27098 -0.06948  -0.0207
6 C 0.63822 -0.46067 -0.42243  -0.1529
7 C -1.54939 1.76335 1.51700  -0.1184
8 C -0.75877 0.98308 2.58244  -0.1142
9 C 0.09155 0.47162 0.56590  -0.3134
10 N -0.90042 1.37874 0.26504  0.0657
11 N 1.69570 1.70934 0.52945  -0.3176
12 O 1.37194 2.78492 0.06215  -0.0076
13 O 2.77715 1.34559 0.90818  0.0357
14 O 0.02027 0.05063 1.84540  0.0170
15 H 2.20613 -2.84238 -3.01887  0.1035
16 H 0.28009 -1.42684 -3.64308  0.1037
17 H 3.12729 -2.72764 -0.73550  0.1062
18 H -0.71239 0.10715 -1.98510  0.1109
19 H 2.12102 -1.21211 0.92879  0.1161
20 H -2.59312 1.43796 1.47720  0.1153
21 H -1.51566 2.83970 1.68250  0.1240
22 H -0.08984 1.63324 3.15870  0.1295
23 H -1.39579 0.42090 3.26715  0.1272
24 H -0.56562 2.15441 -0.30570  0.1300



(10)
Below is C9H10N2O3S in the gas phase in a non-equilibrium geometry, with properties calculated with the ωB97M-V functional and the def2-TZVPD basis.

As for the multiplicity: 1. The HOMO energy is -9.05 eV. The calculation puts the HOMO-LUMO gap at 9.42 eV. The SMILES is C=C/C=C\C=C(/c1ccon1)S(N)(=O)=O.

Last column: Löwdin charge in e.
Positions of all 25 atoms, in Å:
1 C -1.76157 0.38103 -1.78595  -0.0283
2 C -2.81530 -0.36966 -2.15890  -0.0910
3 C -1.05156 -0.41150 -0.85872  -0.3024
4 C 1.89734 -1.67041 1.72298  -0.1129
5 C 2.18580 -1.49862 0.33230  -0.0910
6 C 0.98923 -1.02731 2.44533  -0.1314
7 C 1.41015 -0.96289 -0.56737  -0.0651
8 C 0.05235 0.03383 1.90491  0.0533
9 C 0.25422 -0.05787 -0.25519  -0.2439
10 N -1.71205 -1.51066 -0.67786  0.1173
11 N -0.61845 2.52865 0.07944  -0.0212
12 O 1.89695 1.88600 0.21583  -0.3017
13 O 0.68281 1.94127 -1.88966  -0.2678
14 O -2.79776 -1.49248 -1.45606  -0.0110
15 S 0.65426 1.64876 -0.53300  0.5730
16 H -1.46949 1.32845 -2.13355  0.0757
17 H -3.64564 -0.17161 -2.84961  0.1405
18 H 2.35105 -2.57993 2.14558  0.1129
19 H 2.98066 -2.06683 0.06227  0.0795
20 H 0.75495 -1.42274 3.50202  0.1306
21 H 1.67754 -0.98618 -1.60313  0.1210
22 H -0.89449 -0.49499 2.13986  0.1026
23 H 0.37782 1.02866 2.05760  0.0443
24 H -0.38517 3.06197 0.89653  0.0805
25 H -1.01365 2.88507 -0.73562  0.0365